i | {
  "formula": "C5H35NO13",
  "method": "wB97M-V/def2-TZVPD",
  "multiplicity": 1,
  "e_lumo_ev": -0.163,
  "gap_ev": 9.4233,
  "homo_energy_ev": -9.586,
  "elements": ["O", "C", "C", "C", "C", "C", "N", "H", "H", "H", "H", "H", "H", "H", "H", "H", "H", "H", "H", "H", "O", "H", "H", "O", "H", "H", "O", "H", "H", "O", "H", "H", "O", "H", "H", "O", "H", "H", "O", "H", "H", "O", "H", "H", "O", "H", "H", "O", "H", "H", "O", "H", "H", "O"],
  "positions_angstrom": [[-1.179, 0.446, 1.358], [-0.039, 0.849, 1.325], [0.404, 1.943, 0.411], [0.816, 3.150, 1.223], [2.169, 3.026, 2.003], [3.150, 4.123, 1.652], [-0.584, 2.318, -0.607], [0.659, 0.441, 2.083], [1.415, 1.732, -0.044], [0.043, 3.583, 1.839], [1.022, 3.908, 0.446], [1.964, 2.809, 3.067], [2.569, 2.006, 1.725], [2.702, 5.056, 2.085], [4.147, 4.162, 2.128], [3.251, 4.315, 0.585], [-0.553, 1.875, -1.539], [-1.484, 2.118, -0.172], [-0.763, -2.427, 0.777], [0.444, -2.971, 0.379], [-0.049, -2.926, 1.219], [-4.697, -1.872, 0.761], [-6.047, -1.273, 0.572], [-5.628, -2.014, 1.027], [0.562, 1.293, -4.070], [-0.887, 1.720, -4.106], [-0.152, 1.587, -3.491], [1.266, -4.458, 1.957], [2.046, -3.079, 2.209], [2.109, -4.030, 2.139], [-0.926, 4.524, -2.319], [-0.162, 3.282, -2.988], [-0.358, 4.233, -3.034], [-3.234, 1.586, -1.538], [-2.926, 0.121, -1.891], [-3.013, 1.005, -2.270], [-2.380, -5.136, 3.183], [-1.266, -3.945, 3.083], [-1.757, -4.564, 3.625], [-0.318, -2.071, -1.968], [-0.391, -0.587, -1.445], [-0.694, -1.489, -1.305], [2.593, 4.547, -2.304], [1.396, 3.970, -1.631], [2.291, 4.292, -1.423], [-2.970, -3.349, -1.584], [-3.222, -3.753, -0.099], [-3.048, -3.013, -0.688], [1.696, -6.304, 0.735], [2.563, -5.153, 0.809], [2.117, -5.699, 0.107], [2.406, -2.847, -1.267], [1.461, -4.017, -1.343], [1.469, -3.044, -1.387]],
  "nbo_charge": [-0.545, 0.426, -0.179, -0.405, -0.403, -0.634, -0.883, 0.127, 0.222, 0.207, 0.236, 0.208, 0.177, 0.199, 0.214, 0.247, 0.398, 0.369, 0.503, 0.496, -1.013, 0.477, 0.463, -0.940, 0.489, 0.502, -0.955, 0.498, 0.500, -0.978, 0.483, 0.487, -0.989, 0.471, 0.488, -0.956, 0.476, 0.495, -0.971, 0.489, 0.479, -0.969, 0.475, 0.486, -0.962, 0.477, 0.477, -0.952, 0.464, 0.498, -0.981, 0.483, 0.503, -0.975]
}

***

ii | {
  "formula": "C5H35NO13",
  "method": "wB97M-V/def2-TZVPD",
  "multiplicity": 1,
  "e_lumo_ev": 0.105,
  "gap_ev": 9.4073,
  "homo_energy_ev": -9.302,
  "elements": ["C", "O", "C", "C", "C", "C", "N", "H", "H", "H", "H", "H", "H", "H", "H", "H", "H", "H", "H", "H", "O", "H", "H", "O", "H", "H", "O", "H", "H", "O", "H", "H", "O", "H", "H", "O", "H", "H", "O", "H", "H", "O", "H", "H", "O", "H", "H", "O", "H", "H", "O", "H", "H", "O"],
  "positions_angstrom": [[-0.506, -2.895, 1.724], [-1.896, -3.394, 1.728], [0.359, -3.642, 0.647], [-0.439, -3.671, -0.720], [-1.012, -2.309, -1.154], [1.104, -1.302, -0.700], [0.000, -1.388, -1.405], [-0.664, -1.801, 1.332], [-0.059, -3.117, 2.770], [-2.026, -4.109, 0.982], [1.329, -3.289, 0.870], [0.496, -4.726, 0.989], [0.171, -4.281, -1.583], [-0.940, -4.509, -0.823], [-1.658, -2.321, -1.967], [-1.547, -1.759, -0.209], [1.847, -0.588, -1.007], [1.311, -1.704, 0.317], [1.617, -0.858, 4.480], [2.546, -0.639, 3.289], [1.613, -0.744, 3.516], [-2.129, 0.452, -3.098], [-3.075, 1.720, -3.185], [-2.245, 1.496, -2.771], [2.518, 2.490, 3.027], [2.968, 1.444, 3.895], [3.311, 1.897, 3.113], [-1.829, -1.325, -3.056], [-1.997, -1.005, -4.565], [-2.547, -0.841, -3.787], [0.414, 2.829, 0.047], [0.624, 3.630, 1.281], [0.931, 2.861, 0.895], [-1.979, 2.645, -1.019], [-1.161, 1.571, -0.448], [-1.646, 2.371, -0.148], [3.851, 0.720, 1.997], [3.957, 0.216, 0.560], [4.178, -0.036, 1.507], [-0.457, 4.542, -1.096], [0.651, 4.040, -1.975], [0.512, 4.429, -1.194], [-3.040, 0.169, 1.072], [-4.001, -1.023, 1.597], [-3.864, -0.316, 0.939], [1.313, 1.984, -3.687], [-0.283, 1.680, -3.166], [0.484, 2.289, -3.174], [-0.902, -0.137, 2.018], [-0.821, 1.357, 1.351], [-1.215, 0.515, 1.449], [2.281, 1.793, 0.121], [2.350, 1.647, -1.435], [2.546, 1.336, -0.651]],
  "nbo_charge": [-0.083, -0.760, -0.450, -0.445, -0.254, -0.049, -0.471, 0.170, 0.209, 0.471, 0.227, 0.213, 0.222, 0.221, 0.156, 0.250, 0.204, 0.164, 0.467, 0.488, -0.953, 0.500, 0.478, -1.046, 0.490, 0.472, -0.935, 0.497, 0.484, -0.916, 0.514, 0.474, -0.996, 0.498, 0.481, -0.973, 0.482, 0.488, -0.999, 0.472, 0.481, -0.944, 0.505, 0.473, -0.989, 0.486, 0.519, -1.012, 0.492, 0.514, -0.991, 0.512, 0.472, -0.980]
}

***

Least stable of them? ii.

***

i | {
  "formula": "C5H7Cl",
  "method": "wB97M-V/def2-TZVPD",
  "multiplicity": 1,
  "e_lumo_ev": 0.859,
  "gap_ev": 9.5246,
  "homo_energy_ev": -8.665,
  "elements": ["C", "C", "C", "C", "C", "Cl", "H", "H", "H", "H", "H", "H", "H"],
  "positions_angstrom": [[1.177, 0.542, -1.806], [-1.873, -0.740, 1.182], [0.351, 1.042, -0.868], [-0.578, -0.660, 1.046], [0.545, 0.972, 0.537], [-0.103, 2.231, 1.493], [0.929, 0.395, -2.854], [2.164, 0.094, -1.691], [-2.597, -1.625, 1.420], [-2.665, -0.030, 0.981], [-0.676, 1.298, -1.291], [0.352, -1.278, 1.292], [1.444, 0.646, 0.902]],
  "nbo_charge": [-0.379, -0.479, -0.242, -0.140, -0.228, -0.002, 0.200, 0.190, 0.223, 0.218, 0.222, 0.211, 0.205]
}

***

ii | {
  "formula": "C5H7Cl",
  "method": "wB97M-V/def2-TZVPD",
  "multiplicity": 1,
  "e_lumo_ev": 0.652,
  "gap_ev": 8.9379,
  "smiles": "C/C=C\\C=C/Cl",
  "homo_energy_ev": -8.285,
  "elements": ["C", "C", "C", "C", "C", "H", "H", "H", "H", "H", "H", "H", "Cl"],
  "positions_angstrom": [[-3.198, 0.170, -0.015], [-2.094, -0.688, -0.017], [-0.763, -0.432, 0.058], [-0.126, 0.845, -0.054], [1.247, 0.869, 0.077], [-3.998, -0.254, -0.730], [-3.057, 1.329, -0.442], [-3.614, 0.254, 1.124], [-2.201, -1.785, 0.173], [0.065, -1.239, -0.074], [-0.747, 1.671, -0.070], [1.979, 1.818, 0.142], [2.422, -0.375, -0.025]],
  "nbo_charge": [-0.658, -0.196, -0.228, -0.265, -0.219, 0.236, 0.214, 0.236, 0.212, 0.214, 0.221, 0.224, 0.008]
}

***

iii | {
  "formula": "C5H7Cl",
  "method": "wB97M-V/def2-TZVPD",
  "multiplicity": 1,
  "e_lumo_ev": 0.986,
  "gap_ev": 10.7016,
  "smiles": "C=C1[C@H](C)[C@H]1Cl",
  "homo_energy_ev": -9.716,
  "elements": ["C", "C", "C", "C", "C", "Cl", "H", "H", "H", "H", "H", "H", "H"],
  "positions_angstrom": [[-0.104, -0.413, -0.863], [-0.764, -0.158, -1.969], [-0.025, -0.371, 0.674], [1.215, -0.606, -0.145], [-0.312, 0.881, 1.477], [2.103, -2.065, -0.257], [-0.283, -0.200, -2.991], [-1.829, -0.165, -2.068], [-0.534, -1.207, 1.053], [1.930, 0.302, -0.087], [0.244, 1.836, 1.242], [-0.213, 0.917, 2.625], [-1.428, 1.251, 1.310]],
  "nbo_charge": [0.016, -0.378, -0.275, -0.283, -0.631, 0.010, 0.203, 0.205, 0.231, 0.232, 0.221, 0.229, 0.220]
}

***

iv | {
  "formula": "C5H7Cl",
  "method": "wB97M-V/def2-TZVPD",
  "multiplicity": 1,
  "e_lumo_ev": 0.944,
  "gap_ev": 10.6515,
  "smiles": "C=C1C[C@@]1(C)Cl",
  "homo_energy_ev": -9.708,
  "elements": ["C", "C", "C", "C", "C", "Cl", "H", "H", "H", "H", "H", "H", "H"],
  "positions_angstrom": [[-0.358, 0.804, -0.002], [-0.924, 1.700, 0.767], [-0.139, 0.268, -1.407], [0.664, -0.261, -0.144], [0.355, -1.638, 0.415], [2.309, 0.316, 0.171], [-0.694, 1.807, 1.924], [-1.569, 2.378, 0.309], [-0.676, -0.533, -1.854], [0.260, 0.875, -2.196], [0.501, -2.555, -0.174], [-0.646, -1.608, 0.747], [0.917, -1.553, 1.443]],
  "nbo_charge": [-0.004, -0.378, -0.451, -0.066, -0.627, -0.036, 0.215, 0.204, 0.224, 0.233, 0.229, 0.223, 0.233]
}

***

Least stable of them? i.

***

i | {
  "formula": "C5H7Cl",
  "method": "wB97M-V/def2-TZVPD",
  "multiplicity": 1,
  "e_lumo_ev": -0.963,
  "gap_ev": 7.5384,
  "homo_energy_ev": -8.501,
  "elements": ["C", "C", "C", "C", "C", "Cl", "H", "H", "H", "H", "H", "H", "H"],
  "positions_angstrom": [[-1.526, 0.980, 0.480], [-3.037, 0.835, 0.468], [-0.482, 0.183, 0.160], [1.738, -0.961, -0.253], [0.985, 0.369, -0.201], [-3.606, -0.575, -0.291], [-1.409, 1.999, 0.882], [-0.864, -0.888, 0.262], [1.243, -1.830, -0.799], [1.830, -1.235, 0.747], [2.733, -0.881, -0.656], [0.881, 0.920, -1.219], [1.512, 1.082, 0.420]],
  "nbo_charge": [-0.419, -0.028, -0.018, -0.602, -0.464, 0.001, 0.216, 0.202, 0.215, 0.207, 0.219, 0.237, 0.234]
}

***

ii | {
  "formula": "C5H7Cl",
  "method": "wB97M-V/def2-TZVPD",
  "multiplicity": 1,
  "e_lumo_ev": [0.223, -0.393],
  "gap_ev": [8.8950, 7.3045],
  "homo_energy_ev": [-8.672, -7.698],
  "elements": ["C", "C", "C", "C", "C", "Cl", "H", "H", "H", "H", "H", "H", "H"],
  "positions_angstrom": [[0.060, -0.111, -0.217], [-2.277, -1.070, 0.601], [0.552, 1.051, -0.176], [-0.998, -1.366, 0.009], [2.151, 1.032, -0.180], [-3.303, 0.010, -0.573], [0.157, 2.090, -0.318], [-0.302, -2.025, 0.447], [-1.212, -1.672, -0.960], [-2.373, -1.051, 1.664], [2.601, 0.378, -0.832], [2.419, 0.690, 0.767], [2.525, 2.044, -0.231]],
  "nbo_charge": [0.140, -0.054, -0.354, -0.562, -0.596, -0.102, 0.224, 0.247, 0.240, 0.192, 0.213, 0.207, 0.206]
}

***

Least stable of them? ii.